[1]
43
Properties=species:S:1:pos:R:3:forces:R:3:mulliken_charge:R:1 method="wB97M-V/def2-TZVPD" total_charge=+2 gap_ha="0.220 / 0.122" s_squared=6.104 spin_multiplicity=5 homo_ha="-0.474 / -0.524"
C 2.843 3.156 -0.003 0.32 0.31 0.00 -0.539
C 3.608 2.002 -0.667 0.31 0.32 0.18 -0.485
H 2.079 3.577 -0.679 0.71 -0.05 0.59 -0.055
H 3.567 3.952 0.250 -0.47 -0.29 -0.03 0.351
H 2.345 2.858 0.927 -0.02 -0.01 -0.15 0.163
H 2.976 1.381 -1.324 0.14 0.07 0.17 0.029
H 4.412 2.434 -1.276 -0.24 -0.31 -0.08 0.349
H 4.100 1.364 0.082 -0.21 0.08 -0.23 0.228
C -2.720 1.109 -1.192 0.68 0.00 -0.90 -0.208
C -3.877 1.099 -1.962 -0.20 -0.01 0.14 -0.657
C -4.055 0.077 -2.906 0.13 0.35 0.29 -0.528
C -3.091 -0.923 -2.982 0.69 -0.51 0.19 -0.619
H -2.533 1.786 -0.354 -0.14 0.07 -0.57 0.460
H -4.601 1.909 -1.832 0.12 -0.55 0.03 0.399
H -4.935 0.071 -3.551 0.27 -0.11 0.24 0.456
H -3.175 -1.811 -3.595 -0.43 0.16 -0.16 0.391
N -1.663 0.328 -1.538 -3.75 -0.98 0.56 -0.017
C -1.892 -0.787 -2.283 -1.23 2.23 -0.41 0.541
C -0.725 -1.623 -2.332 1.86 -0.56 -0.57 0.532
N 0.347 -1.034 -1.727 0.37 -1.71 0.32 -0.403
C 1.438 -1.772 -1.431 -0.30 -0.21 -0.70 -0.139
C 0.592 -3.565 -2.811 0.24 0.20 -0.04 -0.461
C 1.594 -3.036 -1.986 0.05 -0.03 0.12 -0.698
H 2.157 -1.302 -0.757 0.01 -0.18 -0.47 0.473
H 2.514 -3.581 -1.797 -0.21 0.02 -0.03 0.415
C -0.598 -2.864 -2.961 -0.26 0.69 0.42 -0.714
H -1.438 -3.196 -3.562 0.26 -0.33 0.14 0.402
H 0.751 -4.505 -3.344 -0.07 0.23 0.27 0.453
Os 0.271 0.997 -1.355 1.57 0.63 -2.28 1.616
I 0.259 3.233 -2.451 -0.29 0.64 -0.51 -0.173
C 0.130 0.687 0.400 -0.24 -2.25 5.70 -1.297
C 0.017 0.069 1.517 0.38 2.12 -3.57 0.873
C -0.079 -0.197 2.872 0.66 -0.53 1.00 0.376
C -1.174 0.369 3.592 0.56 -0.49 -1.88 -0.281
C -1.126 0.402 4.976 0.98 -0.32 2.59 -0.329
C 0.002 -0.082 5.646 -0.51 0.25 0.19 -0.536
C 0.985 -0.812 4.963 -0.37 0.35 2.16 -0.252
C 0.974 -0.865 3.577 -1.12 0.74 -2.82 -0.306
H -2.004 0.842 3.065 0.31 -0.19 0.00 0.452
H -1.961 0.818 5.539 0.24 -0.01 -0.05 0.422
H 0.112 0.087 6.708 -0.17 -0.26 0.06 0.428
H 1.770 -1.328 5.518 -0.19 0.18 -0.07 0.431
H 1.803 -1.325 3.027 -0.43 0.22 0.17 0.459

***

[2]
18
Properties=species:S:1:pos:R:3:forces:R:3:mulliken_charge:R:1 method="wB97M-V/def2-TZVPD" total_charge=0 gap_ha=0.317 homo_ha=-0.303
C -2.185 0.234 -1.058 -0.06 0.16 0.06 -0.456
C -2.279 1.197 -0.144 -0.07 -0.06 -0.21 -0.628
C -0.248 0.211 1.657 0.23 -0.23 0.09 -0.476
N 0.507 -0.602 1.043 -0.42 0.02 0.32 -0.134
C 1.179 -0.140 -0.383 -0.34 -0.62 -0.50 0.429
O 1.089 1.101 -0.537 -0.35 -0.30 -0.18 -0.693
C 2.577 -0.774 -0.477 -0.08 -0.06 -0.10 -1.224
H -2.924 -0.561 -1.135 0.10 0.10 0.06 0.252
H -1.370 0.232 -1.777 -0.11 0.03 0.11 0.277
H 0.332 -0.917 -0.833 1.41 1.33 -0.32 0.108
H -1.546 1.999 -0.116 -0.09 -0.13 -0.04 0.295
H -3.097 1.236 0.574 0.09 -0.05 -0.13 0.296
H -0.099 1.271 1.454 0.15 -0.22 0.06 0.357
H -1.018 -0.149 2.327 0.00 0.11 0.05 0.297
H 0.280 -1.591 0.999 0.05 -0.05 0.73 0.338
H 2.826 -0.817 -1.540 0.00 -0.09 0.10 0.309
H 2.639 -1.785 -0.057 -0.11 0.06 -0.11 0.324
H 3.337 -0.145 0.005 -0.40 -0.03 0.00 0.328

***

[3]
97
Properties=species:S:1:pos:R:3:forces:R:3:mulliken_charge:R:1 method="wB97M-V/def2-TZVPD" total_charge=0 gap_ha=0.335 homo_ha=-0.336
C -1.120 3.694 0.147 5.98 -8.08 -1.23 -0.242
C -0.394 2.495 -0.114 -4.26 8.37 1.75 -0.359
C 0.809 1.343 -0.261 -1.69 2.63 1.46 0.385
C 1.073 0.896 1.312 -1.89 -0.21 -0.40 -0.263
O 2.360 1.488 1.769 -0.95 1.06 -2.38 -0.347
S 2.781 2.803 0.752 1.31 2.35 1.96 1.193
O 4.337 2.805 0.815 -6.28 -0.16 -0.88 -0.553
O 2.092 4.164 1.103 2.63 -5.88 -1.46 -0.518
O 2.030 2.116 -0.659 0.36 -0.16 1.97 -0.368
H -1.528 4.739 0.556 0.90 -3.21 -1.31 0.276
H 0.516 0.482 -1.014 1.07 2.02 1.55 0.288
H 1.002 -0.294 1.307 0.77 2.69 0.57 0.160
H 0.211 1.402 1.958 1.92 -1.44 -1.41 0.324
C 4.190 3.756 5.039 0.17 0.06 0.15 -0.970
C 2.700 3.674 4.769 0.24 0.07 -0.07 -0.160
O 1.955 3.685 6.000 -0.57 -0.06 0.23 -0.378
C 1.565 4.806 6.650 -0.94 -0.24 1.48 0.718
C 2.189 6.115 6.269 -0.38 0.60 -0.41 -0.842
O 0.776 4.736 7.590 1.41 -0.23 -1.82 -0.589
H 4.458 4.691 5.537 -0.03 -0.02 -0.13 0.293
H 4.755 3.687 4.104 -0.10 -0.01 0.08 0.294
H 4.504 2.942 5.701 -0.10 0.05 -0.17 0.319
H 2.352 4.457 4.089 0.04 -0.02 0.14 0.374
H 2.477 2.720 4.281 -0.16 0.15 0.28 0.123
H 3.075 6.285 6.885 -0.07 -0.03 -0.08 0.237
H 1.461 6.913 6.457 0.23 -0.26 0.20 0.292
H 2.450 6.185 5.216 0.23 -0.10 0.03 0.287
C 0.448 -3.392 -1.715 -0.03 0.10 -0.20 -0.977
C 0.111 -3.552 -0.246 0.00 -0.33 -0.32 -0.278
O -0.570 -2.387 0.255 -0.07 0.58 0.63 -0.348
C -1.906 -2.192 0.183 -0.87 1.32 0.45 0.713
C -2.715 -3.061 -0.733 -0.35 -0.47 0.42 -0.875
O -2.432 -1.264 0.795 1.41 -1.45 -0.82 -0.637
H -0.452 -3.292 -2.326 0.03 -0.13 0.07 0.242
H 1.018 -4.254 -2.076 -0.12 0.13 0.13 0.359
H 1.042 -2.486 -1.875 0.03 -0.13 0.08 0.309
H -0.461 -4.462 -0.041 0.02 0.30 -0.12 0.365
H 1.040 -3.637 0.328 -0.25 0.19 0.05 0.253
H -2.778 -2.589 -1.716 0.06 -0.05 0.05 0.263
H -3.724 -3.158 -0.315 0.33 0.22 -0.18 0.249
H -2.329 -4.073 -0.830 0.05 0.09 -0.20 0.376
C -6.211 -3.666 -5.009 0.03 0.23 0.07 -0.950
C -6.108 -5.091 -4.501 -0.05 0.22 -0.08 -0.382
O -5.136 -5.190 -3.444 0.28 -0.43 0.26 -0.348
C -5.400 -4.964 -2.137 1.23 -0.21 1.19 0.837
C -6.677 -4.270 -1.769 -0.60 -0.38 0.37 -1.112
O -4.569 -5.249 -1.278 -1.43 0.23 -1.94 -0.594
H -6.556 -2.984 -4.227 -0.07 -0.09 -0.08 0.271
H -6.907 -3.606 -5.851 0.09 -0.03 0.09 0.358
H -5.231 -3.304 -5.335 -0.15 -0.15 -0.01 0.286
H -7.074 -5.498 -4.189 0.10 0.11 0.09 0.348
H -5.750 -5.734 -5.312 0.14 0.02 0.35 0.308
H -6.505 -3.192 -1.731 -0.02 -0.08 -0.03 0.265
H -6.986 -4.620 -0.776 0.28 0.23 -0.17 0.335
H -7.505 -4.491 -2.438 0.05 0.20 -0.15 0.389
C 6.985 2.848 -3.825 0.20 -0.10 0.12 -0.941
C 5.510 2.635 -4.100 0.19 0.03 0.10 -0.276
O 5.174 1.237 -4.045 -0.44 -0.27 -0.27 -0.389
C 4.847 0.572 -2.914 -0.36 -1.68 0.11 0.739
C 5.141 1.211 -1.590 -0.59 0.19 0.29 -0.761
O 4.394 -0.569 -2.973 0.76 2.09 -0.35 -0.620
H 7.260 2.519 -2.820 -0.08 0.12 -0.05 0.262
H 7.248 3.906 -3.927 -0.05 -0.12 0.00 0.349
H 7.593 2.266 -4.526 -0.16 0.13 0.02 0.294
H 4.869 3.222 -3.436 0.09 -0.15 0.04 0.254
H 5.284 2.968 -5.119 -0.08 -0.33 0.14 0.326
H 6.138 0.913 -1.258 -0.07 0.06 -0.03 0.350
H 4.400 0.858 -0.863 0.42 -0.11 -0.28 0.137
H 5.061 2.296 -1.600 0.24 -0.03 -0.01 0.279
C -4.305 8.531 0.028 0.17 0.04 0.17 -0.958
C -5.143 7.443 -0.613 0.10 0.16 0.11 -0.389
O -4.477 6.169 -0.536 -0.06 -0.42 -0.31 -0.347
C -4.559 5.324 0.517 0.78 -1.69 0.02 0.758
C -5.105 5.840 1.815 -0.73 -0.22 0.30 -0.980
O -4.116 4.181 0.432 -0.80 2.33 -0.22 -0.553
H -4.148 8.345 1.093 -0.12 0.05 -0.07 0.269
H -4.787 9.507 -0.086 0.05 -0.12 0.00 0.360
H -3.313 8.573 -0.436 -0.21 0.00 -0.03 0.291
H -6.152 7.387 -0.194 0.15 -0.06 0.07 0.355
H -5.264 7.664 -1.678 0.12 -0.32 0.15 0.313
H -4.285 6.227 2.424 -0.09 -0.01 -0.05 0.243
H -5.584 5.007 2.344 0.38 0.13 -0.10 0.316
H -5.872 6.602 1.696 0.17 0.19 0.01 0.325
C 4.176 -8.261 0.622 0.01 -0.14 -0.20 -0.981
C 3.275 -7.243 1.292 0.17 -0.20 -0.04 -0.417
O 2.385 -6.638 0.337 -0.42 0.50 -0.02 -0.341
C 1.187 -7.151 -0.025 -0.93 0.72 -1.12 0.866
C 0.876 -8.575 0.326 -0.56 -0.19 0.56 -1.196
O 0.406 -6.485 -0.702 1.73 -0.99 1.26 -0.538
H 3.602 -9.086 0.191 0.04 0.03 0.14 0.270
H 4.891 -8.675 1.339 -0.09 0.07 -0.07 0.359
H 4.731 -7.798 -0.201 -0.06 0.01 0.21 0.306
H 2.722 -7.662 2.138 -0.04 -0.01 -0.17 0.350
H 3.891 -6.433 1.698 -0.30 0.04 -0.23 0.330
H 1.195 -9.226 -0.490 0.00 0.07 0.09 0.293
H -0.209 -8.669 0.458 0.27 0.06 -0.29 0.310
H 1.323 -8.903 1.261 0.21 -0.08 -0.12 0.382

***

The following total energy values (in Eh) correspond, in order, to the records above: -1270.599308, -326.983362, -2699.821205.